# 1
ORCA calculation (ωB97M-V with the def2-TZVPD basis set) on a cluster of 2 separate species, C3H8OSi in total.

Computed properties:
Electronic energy ... -13163.9660 eV
Molar mass ... 88.2 Da
Lowest unoccupied orbital energy ... 0.0063 hartree
HOMO energy ... -7.6320 eV
HOMO-LUMO gap ... 7.8021 eV
Energy above the lowest of the compared OMol25 structures with the same formula, charge and spin ... 47.6 kcal per mole

Geometry as ORCA input:
```
! RIJCOSX wB97M-V def2-TZVPD def2/J DEFGRID3
* xyz 0 1
H 2.09 -2.15 0.60
H -2.37 1.55 0.06
C -1.32 1.70 0.20
H -0.85 1.68 -0.87
H 1.25 0.08 -1.29
H -2.27 -0.65 0.23
C 1.61 -0.38 -0.38
H 2.32 0.11 0.11
Si -0.48 0.29 1.19
C 1.62 -1.76 -0.24
H 1.24 -2.36 -1.05
H -1.25 2.73 0.62
O -1.58 -0.84 0.83
*
```



# 2
ORCA calculation (ωB97M-V with the def2-TZVPD basis set) on a structure of composition C32H73Cl3CsFI2N7NaO11P2.

Computed properties:
Electronic energy ... -147340.8909 eV
Molar mass ... 1329.0 Da
Lowest unoccupied orbital energy ... -0.0731 hartree
HOMO energy ... -5.9070 eV
HOMO-LUMO gap ... 3.9190 eV

Geometry as ORCA input:
```
! RIJCOSX wB97M-V def2-TZVPD def2/J DEFGRID3
* xyz 0 1
C -1.57 2.89 -0.99
H 1.38 0.29 9.19
H -2.21 3.74 -0.53
C 1.59 -1.09 7.55
O -0.78 -6.70 7.32
H -0.01 -3.07 0.14
C 1.94 1.06 -0.09
H 3.63 2.24 -0.62
O 0.10 1.10 -1.67
H -1.45 -4.48 8.19
H 3.71 4.63 0.01
H 3.48 -4.29 8.99
H -4.05 5.84 -8.18
C -2.22 6.08 -7.03
H 3.14 -1.66 0.26
H 0.58 -3.48 4.53
N -2.37 -6.34 5.76
C 2.77 -3.85 8.29
C 1.66 -5.23 -0.56
H 3.95 0.73 -0.08
P -3.14 -0.87 -0.66
H -7.47 -1.77 -0.32
H -0.45 0.15 0.64
C 0.23 -0.76 0.58
H -3.75 2.12 0.76
C -6.87 -2.52 -0.97
C -1.65 -5.98 6.85
C -2.91 6.39 -5.71
C 2.57 4.65 -0.14
N -2.80 -5.03 -4.90
H -3.82 6.98 -5.86
H -3.17 5.47 -5.18
H -5.53 -0.14 2.14
H -5.08 -2.06 -2.43
H -0.74 -3.60 -4.82
P 2.31 1.40 1.77
H -7.45 -2.87 -1.89
Na 0.03 -2.57 2.42
C 1.41 -0.44 -0.44
H 3.23 -0.05 3.36
H 1.91 -3.50 8.87
C -1.66 -2.01 -0.94
H 4.54 3.51 -6.10
H -1.93 7.02 -7.52
H -1.20 -1.76 -1.95
H -0.01 3.88 0.23
C 2.17 -0.31 8.72
N -1.96 -4.77 7.38
F -3.50 -2.97 -3.18
H -5.90 -0.55 -1.50
H 2.96 0.37 8.39
H -2.11 -3.07 -1.06
H 3.64 -4.07 -0.49
H 0.68 -0.89 1.67
C 1.00 -3.36 5.53
O -4.53 -1.90 -0.40
H 4.38 7.01 -6.85
H -0.47 -3.78 -3.12
C -0.25 2.80 -0.04
O 1.16 -0.62 -3.03
H -3.62 -5.62 -4.82
H 3.34 -1.17 -1.49
Cl 5.92 4.75 -7.54
O -3.03 0.11 0.73
H -6.50 -3.36 -0.30
C -0.63 -2.10 0.28
C -4.87 0.80 2.24
H 2.94 -2.68 4.90
H -1.32 3.22 -2.05
N 2.60 -1.80 6.77
H 1.09 -0.37 6.90
H -5.47 1.74 2.50
O 2.06 -2.80 -1.23
Cs -6.52 0.69 -2.53
C -2.10 -4.79 -3.77
H 0.57 -5.11 -0.21
H 4.06 -2.15 8.22
H 2.10 -6.06 0.10
H 4.59 2.82 -7.75
H 2.32 -3.59 0.78
C 2.10 -2.30 5.50
H 5.64 6.74 -5.62
H -1.29 -2.28 1.24
H 5.78 8.10 -6.76
C -3.13 5.29 -7.95
C 2.51 -3.87 -0.33
C 1.42 3.06 -1.97
C 2.16 4.25 -1.63
C 2.55 -1.52 -0.73
H 0.18 -3.10 6.20
H 2.44 -4.66 7.63
H 4.19 -3.17 6.83
H -4.85 0.91 -0.08
H 1.39 -4.34 5.82
H -2.67 -4.17 7.01
H -0.51 2.28 0.96
H 4.39 2.13 1.56
H -2.17 -7.23 5.34
H -2.56 -4.66 -5.80
H 2.28 5.77 -0.01
H 2.02 4.09 0.68
I 1.02 2.82 -4.14
C 3.45 -2.73 7.51
N -1.01 -3.99 -3.93
H -2.21 1.95 -0.92
N 3.03 -0.14 2.35
H 1.65 -5.53 -1.66
C -5.53 -1.67 -1.44
C 5.09 7.49 -6.17
Cl 3.01 4.56 -7.56
H -4.03 0.57 3.00
O -3.39 -0.12 -1.98
I 2.85 5.62 -3.21
H -3.40 4.33 -7.50
H 1.72 -1.44 4.93
O -2.42 -5.25 -2.68
H 3.92 -0.32 1.84
C 0.90 2.03 -0.85
Cl -0.60 2.03 -6.17
H -2.62 5.06 -8.89
H -2.25 6.96 -5.05
O 4.38 8.34 -5.27
C 0.93 -0.06 -1.96
H 2.58 -0.96 9.49
C 4.52 3.74 -7.17
C -4.17 1.05 0.83
N 3.30 1.26 -0.70
H 0.81 -1.77 7.92
H 3.78 7.77 -4.77
H -3.09 -5.76 5.36
O -1.03 5.34 -6.78
H -1.28 4.51 -6.35
O 3.57 2.54 1.96
*
```